1.
Density functional theory data (ωB97M-V with the def2-TZVPD basis set) for an isolated molecule of C4H7NO.

Geometry as XYZ:
```
13
Properties=species:S:1:pos:R:3:mulliken_charge:R:1
C 1.31 1.00 1.18 -1.201
C 0.68 -0.08 0.31 -0.210
O -0.60 0.38 -0.10 -0.337
C -1.44 -0.60 -0.64 -0.280
C -0.75 -1.55 -1.54 0.285
N -0.20 -2.32 -2.21 -0.384
H 0.83 1.04 2.17 0.292
H 2.37 0.80 1.32 0.358
H 1.19 1.98 0.70 0.314
H 0.60 -1.03 0.87 0.324
H 1.30 -0.27 -0.58 0.295
H -2.21 -0.08 -1.21 0.290
H -1.94 -1.20 0.15 0.255
```

structure (SMILES): CCOCC#N

2.
Density functional theory data (ωB97M-V with the def2-TZVPD basis set) for a structure of composition C13H16N2.

Geometry as XYZ:
```
31
Properties=species:S:1:pos:R:3:mulliken_charge:R:1
C 0.17 2.68 -2.88 -0.293
C 1.52 2.33 -2.89 -1.016
C -0.66 2.25 -1.88 -1.123
C 1.85 1.47 -1.86 -0.043
C -0.20 1.51 -0.75 0.871
C 1.10 1.08 -0.77 0.398
C -0.87 -0.06 0.92 -0.004
C 0.28 -0.69 0.87 0.570
C -1.03 1.45 0.47 -0.587
C -2.13 -0.80 1.28 -0.699
C 0.57 -2.06 1.35 -0.477
C -1.95 -2.25 1.46 -0.996
C -0.61 -2.54 2.19 -0.674
N 1.77 0.31 0.23 -0.222
N 2.69 -0.63 -0.23 -0.617
H -0.19 3.38 -3.67 0.319
H 2.20 2.54 -3.71 0.395
H -1.62 2.71 -1.83 0.309
H 2.95 1.21 -1.69 0.077
H -0.69 2.15 1.28 0.272
H -2.11 1.59 0.21 0.389
H -2.37 -0.26 2.24 0.255
H -2.87 -0.54 0.56 0.429
H 0.69 -2.69 0.52 0.269
H 1.54 -1.83 1.94 0.299
H -2.79 -2.66 1.95 0.419
H -1.88 -2.83 0.56 0.355
H -0.65 -3.66 2.34 0.310
H -0.62 -1.95 3.15 0.290
H 3.53 -0.07 -0.34 0.318
H 2.37 -1.14 -1.02 0.211
```

3.
Density functional theory data (ωB97M-V with the def2-TZVPD basis set) for a cluster of 2 separate species, C5H3NO in total.

Geometry as XYZ:
```
10
Properties=species:S:1:pos:R:3:mulliken_charge:R:1
N -1.16 -1.98 -1.27 -0.416
C -0.14 -1.61 -0.86 0.262
C 1.16 -1.21 -0.42 -0.512
C 1.41 -0.32 0.52 0.605
O 1.72 0.47 1.31 -0.271
H 2.07 -1.68 -0.74 0.343
C -0.91 1.97 0.66 -0.417
C -1.55 1.14 0.07 -0.432
H -0.42 2.76 1.18 0.377
H -2.18 0.46 -0.45 0.462
```

structure (SMILES): N#CC=C=O.C#C

| no. | E (eV) | frontier orbital gap (eV) |
| --- | --- | --- |
| 1 | -7798.068 | 11.476 |
| 2 | -16717.131 | 9.156 |
| 3 | -8767.437 | 10.205 |